(1)
Entry from OMol25: 10 unconnected molecules or ions with the total composition C48H136N22O10P6 (the ωB97M-V functional and the def2-TZVPD basis).

Atoms and positions in Å:
1 C -1.4473 5.1721 3.8418
2 C 1.2336 -1.0277 -3.1699
3 C 6.5438 -3.3414 5.0613
4 H 4.3489 1.2409 -0.9639
5 H -0.3443 -1.2681 -0.5776
6 H 1.7685 6.4778 -0.8724
7 H 5.3332 -2.4286 -2.6607
8 H -1.1362 -3.8183 -3.6046
9 C -3.6988 4.1130 -0.9786
10 H 6.6869 -3.0201 6.0660
11 H 0.6622 -8.1872 1.9693
12 C 0.0704 3.6022 6.9582
13 C 3.2946 -4.9906 -2.0282
14 H 0.1671 -5.1062 -1.4873
15 H -4.5834 0.4661 -1.1573
16 H -2.7761 4.8038 5.8542
17 H 5.8703 -4.2600 2.2760
18 H -6.0602 0.5411 -3.8228
19 P -1.5377 -5.7706 3.2221
20 H -1.7515 1.5108 -5.5899
21 C -0.1679 -7.9020 2.6253
22 H 7.1769 -1.7353 0.2481
23 H 3.9461 -3.1778 5.5475
24 C -4.9064 4.9446 -4.9183
25 C 4.0581 0.0943 2.7725
26 H -4.7741 -6.3676 2.0440
27 H -2.4163 -4.0864 -2.4880
28 C 4.0921 6.0889 1.2809
29 C -3.4397 3.3616 1.3502
30 H 3.2197 -4.0173 -2.5465
31 H 6.6684 -4.0846 0.8430
32 C 4.2887 -0.2131 -3.0934
33 H 1.0708 -4.2831 -2.8113
34 H -2.8217 2.6649 0.7691
35 C -0.0201 -4.0636 1.9420
36 H 1.0965 1.5392 -1.2057
37 N -4.0918 4.1848 0.3129
38 H -4.7713 -4.7478 2.5693
39 N -3.9118 -2.7181 -1.2807
40 H 3.7441 6.5347 2.2140
41 C -1.9293 -1.3895 -4.3331
42 H -4.0908 2.8018 2.0236
43 C -0.1812 0.9492 2.5871
44 N -1.3416 -4.3350 2.5283
45 C -3.6498 -6.9410 4.3016
46 H 3.6640 6.5601 0.3923
47 H 8.6590 -2.3583 0.8961
48 H -3.6500 1.1836 -8.6206
49 C -1.5175 2.3507 -4.9833
50 N 3.7976 4.6560 1.2398
51 H 5.0679 3.2918 -2.0342
52 H -4.6343 1.3686 -5.3486
53 H 2.0609 -7.8917 -1.9008
54 C -1.4761 -7.0128 0.7738
55 H -3.0047 -3.2518 3.4144
56 N -1.6134 3.9072 4.4131
57 H -0.9580 1.0875 1.7796
58 H 1.1669 -2.0667 -0.8056
59 H -2.1055 1.9380 -8.1187
60 N 1.2828 4.6405 -0.0490
61 H -4.5639 -6.5342 4.7557
62 H 1.3049 -0.3283 -3.9968
63 H 3.5370 -1.7683 4.6223
64 H -0.8371 -1.3325 -4.4218
65 H -2.9679 -6.9160 5.1556
66 H -2.0667 -0.2810 4.2751
67 C -3.9825 0.4080 -2.0931
68 O 0.9094 3.4290 3.9171
69 C 6.8655 -3.9251 1.9043
70 H -1.1883 5.9111 4.5816
71 O 1.5420 -2.2077 -3.2149
72 H -3.3640 -1.6761 0.4621
73 H -2.7872 1.2007 3.5811
74 H 0.4305 -5.0091 1.6106
75 H 5.3984 4.1140 -0.4392
76 H -4.4334 5.6893 -8.1458
77 H 4.6920 -1.5592 5.9211
78 H -5.5030 -3.9688 -1.7003
79 N 4.6669 -1.1669 2.4336
80 H -5.5790 2.7202 -6.0407
81 H 0.5400 1.0194 7.4351
82 H -1.8235 -2.3581 2.6430
83 H -2.2833 5.5131 3.2117
84 N 0.9425 -0.4141 -2.0021
85 C -1.8980 -3.2110 3.2661
86 H 0.4254 2.8985 0.9438
87 H 4.1125 -2.5889 -1.3171
88 H -2.8114 -3.4093 0.3617
89 C -4.8906 1.9173 -6.2651
90 H -5.8559 -1.1207 -4.3979
91 P 6.0624 -1.5933 3.1953
92 H -0.1323 3.4143 8.0036
93 H 0.6973 -3.7290 2.6466
94 H -0.4405 2.4847 -5.0932
95 O -4.6950 -3.0078 -3.6261
96 C 3.7970 -2.1338 1.8243
97 O 6.7296 -0.3994 3.7074
98 N -2.2067 3.6428 -5.1597
99 H 0.6663 1.5341 2.3148
100 C 0.7049 -1.1014 -0.7701
101 H -1.4457 -3.0801 4.2721
102 C -2.0265 0.8125 4.2811
103 C -3.0135 1.4731 -7.7685
104 H -6.0483 5.2041 -7.5844
105 H 6.3118 -4.4051 5.1495
106 C 0.8747 5.8969 -0.5128
107 H 1.7623 4.7723 -2.3581
108 H -4.0177 1.3761 -2.5445
109 C 4.9580 4.2181 -1.4478
110 H -0.5701 5.1657 3.2078
111 C -5.8784 -0.4893 -3.5257
112 H 3.1626 -2.6152 2.5474
113 H 3.8407 0.7282 1.9255
114 C -4.8737 5.4026 0.6634
115 H -1.6029 -6.0261 0.3280
116 N -2.3084 -2.0734 -3.1432
117 H -5.7981 -2.8426 -0.3515
118 H -0.9776 -3.1006 -2.0004
119 H -3.6679 3.7011 4.7657
120 O 3.7242 0.8229 -3.3638
121 H 7.7255 -4.5258 2.2343
122 O 4.3551 -5.2676 -1.5176
123 H 3.1763 -7.1359 -0.6630
124 H 4.5940 -0.9673 -3.8794
125 P 2.7983 4.0264 0.0476
126 H 7.9114 -0.7821 1.5183
127 H -4.3508 4.3124 -4.2108
128 N -4.4643 -0.5913 -2.9996
129 P -3.0627 3.8588 -6.6314
130 H -5.1324 5.9446 -0.2664
131 N -3.1585 -6.0148 3.2795
132 H 2.8105 3.4741 -2.9043
133 H -0.8095 -7.6894 0.2205
134 H -5.3430 1.3127 -7.0449
135 H 3.7318 4.5570 3.2811
136 H 3.4600 2.9744 2.5339
137 H 3.1997 -0.0031 -0.4614
138 H 3.0423 -0.0731 3.1483
139 P -3.9300 -2.1172 -2.7722
140 C -1.6763 -3.3326 -2.8169
141 H 5.7824 -2.2011 -0.9717
142 H 5.1569 6.3046 1.1540
143 O 2.7756 2.5563 0.2637
144 H -1.3043 4.4800 -3.4961
145 H -2.2100 -0.3622 -4.3002
146 C 2.2211 -7.0784 -1.2165
147 H 1.3769 -7.0622 -0.5294
148 N 2.1953 -5.7753 -1.9182
149 H -0.4318 3.4710 -0.4741
150 H 3.1069 5.2031 -3.2639
151 H -1.9464 -2.1859 -0.6070
152 H -0.4051 4.8940 -4.9283
153 C 2.7738 4.4872 -2.5132
154 H -0.1907 -3.4308 1.1003
155 H -4.9619 5.9684 -4.5688
156 H -2.7559 0.5948 -7.1869
157 H -2.8695 4.0447 2.0057
158 H -4.2955 6.0960 1.2895
159 H 5.4734 5.1030 -1.8425
160 H 0.2960 -7.6835 3.5794
161 C 4.2380 0.1775 -0.7061
162 N -0.8179 -6.7519 2.0821
163 H -5.8182 5.1311 1.1877
164 N -0.2435 2.4655 6.1040
165 H -1.6722 2.0532 -3.9319
166 C -2.7345 3.8312 5.3246
167 H 1.1130 3.9618 6.7566
168 H -0.5171 4.3430 0.9944
169 C 4.9782 -2.0514 -1.7079
170 H -2.2622 -1.7644 -5.3109
171 C 7.7686 -1.8061 1.1830
172 H -4.2348 4.9103 -1.5501
173 C -5.0525 -3.4634 -0.8290
174 N -4.2893 4.8887 -6.2028
175 H -0.0685 0.3972 5.9401
176 H 4.3846 -2.9046 1.3189
177 C 4.0260 3.8813 2.4579
178 H -2.4348 -7.5476 0.8638
179 C 0.4809 1.2518 6.3721
180 N 5.4938 -2.6647 4.3187
181 H -3.7213 -7.9742 3.9427
182 O -2.9816 3.2504 -1.4376
183 N -0.6285 1.3166 3.9068
184 C -1.4409 4.7204 -4.5778
185 N 7.0502 -2.5506 2.1677
186 H 1.4544 1.3683 5.9299
187 H -5.9113 4.5767 -4.8415
188 H -1.9735 5.6851 -4.6122
189 H 4.8882 -0.0440 0.1561
190 H 0.4053 -5.9459 -3.0116
191 O -0.9271 -5.9016 4.5662
192 H 7.5069 -3.2222 4.5760
193 N 3.5349 4.6088 -1.3269
194 C 0.4822 0.9760 -1.9067
195 H 0.1818 5.8862 -1.3297
196 C 0.8710 -5.2424 -2.3543
197 C -4.0404 -5.5979 2.2596
198 H 0.4979 1.4029 -2.8931
199 C -2.9664 -2.4629 -0.2247
200 N 4.6579 -0.6134 -1.8739
201 O -2.1653 4.3682 -7.6572
202 H 0.4019 6.4351 0.3107
203 C 0.1785 3.7938 0.3684
204 H 4.6321 0.6462 3.5320
205 C 4.3381 -2.2569 5.1738
206 H -0.6757 4.3096 6.6877
207 H -3.5486 -5.2869 1.3380
208 H -6.6374 -0.7251 -2.7932
209 N -3.6838 2.4257 -6.9231
210 P -0.3070 2.8553 4.5123
211 H -2.9512 0.1180 -1.8454
212 H -2.6612 3.0529 6.0648
213 H -5.0862 6.6675 -6.9424
214 H 3.2593 -1.5822 1.0774
215 C -5.0662 5.6315 -7.2571
216 H 0.9679 -0.4026 0.0197
217 H -2.1802 1.1259 5.3114
218 H 5.0940 3.6652 2.5831
219 H 0.0465 -0.1169 2.5956
220 H -4.8116 -4.2103 -0.0621
221 H -0.8347 -8.7466 2.7753
222 H -0.6022 0.9617 -1.6172

Values from the calculation:
Total charge: 0
2S+1: 1
Lowest unoccupied orbital energy, eV: 0.1
SMILES string: CN(C)P(=O)(N(C)C)N(C)C.CN(C)P(=O)(N(C)C)N(C)C.CN(C)P(=O)(N(C)C)N(C)C.CN(C)P(=O)(N(C)C)N(C)C.CN(C)P(=O)(N(C)C)N(C)C.CN(C)P(=O)(N(C)C)N(C)C.CN(C)C=O.CN(C)C=O.CN(C)C=O.CN(C)C=O

(2)
Entry from OMol25: a molecular structure, C16H26N7 (the ωB97M-V functional and the def2-TZVPD basis).

Atoms and positions in Å:
1 N -2.4221 -1.0583 -4.7857
2 C -3.7917 1.4439 1.7154
3 H 2.3250 -3.0474 0.8099
4 N 4.0474 1.6954 6.7283
5 H 2.9664 0.9177 4.7690
6 C 2.9835 0.8241 2.3295
7 N -0.2922 -1.0756 -1.7935
8 H 0.1290 -1.8886 -2.2931
9 H 0.9998 -0.9046 5.1232
10 H 6.8702 3.0237 5.9886
11 C 2.4828 0.4075 3.8229
12 H -3.4071 1.5910 -3.3716
13 H -4.4281 1.5447 3.7511
14 C 2.1995 -0.0588 1.2076
15 H 5.6869 3.7727 4.9181
16 H -0.8885 1.0604 -2.2927
17 H -2.5371 -3.2190 -7.1518
18 H 3.7935 1.6432 2.1240
19 C -0.1945 -0.9768 -0.4290
20 H -1.4048 -0.0387 1.0808
21 C -2.5482 -0.4968 -3.0137
22 H -2.8688 -1.6594 -7.9033
23 H -0.4199 -0.0597 -3.7346
24 N -3.8604 0.9972 0.6433
25 H 2.4432 0.0993 0.0674
26 C 1.1083 -1.1357 1.6672
27 N 0.5799 -1.5169 3.0039
28 H -3.9040 3.0860 3.0753
29 C -2.2335 -2.1669 -7.1697
30 C -3.7050 2.0092 3.0722
31 C 1.3299 -0.6936 3.9929
32 H -4.1666 0.2596 -4.5442
33 C -1.0039 -0.0445 -2.6950
34 N 0.4692 -1.9469 0.5153
35 H -2.3549 0.9141 -4.8087
36 H -2.5471 -1.5780 -3.5206
37 H 2.2253 -2.0816 -0.9109
38 C -2.3389 -1.5476 -5.8379
39 H -0.2279 1.0224 0.3612
40 H -1.2077 -2.1328 -7.5516
41 H -3.1735 -0.5462 -2.0218
42 C -3.1894 0.6424 -4.0213
43 H 6.3367 2.1792 4.5363
44 H -2.7113 1.8627 3.5087
45 H 1.1970 -3.6858 -0.5605
46 C 5.9985 2.8194 5.3580
47 N -0.8936 0.2331 0.2121
48 C 4.9086 2.1915 6.1235
49 C 1.6398 -2.6801 -0.0946

Values from the calculation:
Total charge: +1
2S+1: 1
Lowest unoccupied orbital energy, eV: -3.2

(3)
Entry from OMol25: C5H10O2 in the gas phase (the ωB97M-V functional and the def2-TZVPD basis).

Atoms and positions in Å:
1 H 0.7061 -0.4854 1.9681
2 H 0.3196 1.0690 1.1693
3 C 2.1644 0.3994 -0.6707
4 O -0.0496 -0.4008 -1.1748
5 H 2.9732 0.3947 0.0693
6 H -3.2496 0.0860 0.1432
7 H 1.3329 -1.5260 -0.1139
8 O -1.0682 -0.4547 0.8665
9 C -1.1929 -0.9785 -0.6194
10 H -2.0595 1.1386 -0.7119
11 H 2.5720 0.0427 -1.6220
12 C 0.2990 -0.0227 1.0602
13 H -1.0296 -2.0681 -0.5048
14 C 1.0044 -0.4774 -0.2280
15 H -2.2435 1.2544 1.0833
16 H 1.8233 1.4309 -0.8097
17 C -2.2892 0.5948 0.2052

Values from the calculation:
Total charge: 0
2S+1: 1
Energy above the lowest of the compared OMol25 structures with the same formula, charge and spin, kcal/mol: 152.9
Lowest unoccupied orbital energy, eV: 0.9

(4)
Entry from OMol25: 2 unconnected molecules or ions with the total composition C4H11NS2 (the ωB97M-V functional and the def2-TZVPD basis).

Atoms and positions in Å:
1 H -3.3126 1.3266 -0.0090
2 H 2.1119 -1.5109 1.3384
3 H 0.6402 -1.2069 -0.9192
4 N 0.0297 0.5830 -0.2142
5 C -3.2594 0.4111 -0.6075
6 C 2.3807 -0.2165 -0.6326
7 H 2.7505 0.5959 -0.0208
8 H 2.2066 0.1101 -1.6122
9 H -0.5885 2.9197 -0.0270
10 C 0.9331 -0.4839 -0.1226
11 H -2.5632 0.5848 -1.4069
12 C 1.0391 -1.1654 1.2421
13 H 3.0613 -1.0454 -0.5564
14 S -2.5897 -0.5901 0.6505
15 H 0.8032 -0.5875 2.0545
16 H -4.2390 0.2637 -1.0181
17 H 0.2152 -1.9451 1.3228
18 S 0.3810 1.9568 0.5382

Values from the calculation:
Total charge: 0
2S+1: 1
Energy above the lowest of the compared OMol25 structures with the same formula, charge and spin, kcal/mol: 103.5
Lowest unoccupied orbital energy (alpha / beta), eV: -0.3 / -1.5

(5)
Entry from OMol25: a molecular structure, C47H54BHfO3SSb2Te (the ωB97M-V functional and the def2-TZVPD basis).

Atoms and positions in Å:
1 H 3.1504 -3.4299 2.7146
2 H -2.9564 1.8720 -4.2889
3 C -4.6534 0.9317 -1.2739
4 C 2.6409 -3.9336 -3.1187
5 B 1.0560 0.8910 1.7982
6 Sb -2.0307 -0.4336 -2.2610
7 C -2.6699 2.8852 1.8252
8 H -1.0627 2.7130 4.5834
9 H 3.5330 2.9496 3.2460
10 C 1.9967 0.2572 4.7733
11 C -0.5828 2.2879 -1.9391
12 H -3.1871 6.4558 3.1924
13 H 1.6350 3.8162 2.3865
14 H 1.0447 -2.6250 -2.5285
15 H -1.2189 -4.6895 -5.0350
16 H 1.4136 -3.7235 2.4710
17 H -5.7291 1.0132 -1.4501
18 H 4.9400 -0.8225 -2.9270
19 H 1.1452 -0.3904 4.5501
20 C -1.5953 -1.5112 2.3592
21 C -0.1695 2.1262 4.7979
22 C 0.8933 1.1433 -6.2238
23 C 2.8825 2.4338 -5.7849
24 C 3.8117 -1.6109 0.6197
25 H 0.5492 4.0843 -1.5822
26 C -3.6654 4.3800 3.4259
27 H -1.2456 -3.3073 -3.0074
28 C 2.1042 -2.7121 -2.7326
29 H -0.4669 1.0939 4.9748
30 C -1.5221 -2.5912 3.2262
31 H -4.4111 -0.0394 -3.2108
32 H -4.2047 0.1611 3.6893
33 C 0.9120 0.6468 -4.9285
34 C 1.0449 3.7083 3.2983
35 H 0.1692 -0.0692 -4.6106
36 H 0.2741 2.5198 5.7137
37 C -3.3737 -1.6500 4.4371
38 C -2.5231 -0.4879 2.4965
39 H -4.2309 1.8951 -1.5716
40 H 0.1176 0.8212 -6.9065
41 H 4.6529 -2.1913 1.0049
42 O 0.1368 1.6363 2.4579
43 H 3.3194 2.7074 4.9830
44 H 2.0054 -2.0500 2.8413
45 H 4.0118 -1.3410 -0.4155
46 C -1.8135 3.6398 -3.9701
47 H -5.0226 1.3711 0.8138
48 C -1.5114 -2.8562 -3.9580
49 H -2.3148 4.1736 -4.7665
50 H -4.7168 -0.3410 0.4892
51 C -1.8838 -1.5163 -4.0382
52 Hf 0.1363 -0.1794 -0.0604
53 H -1.7620 6.0906 1.2094
54 C 2.1091 1.3968 3.7781
55 C -3.4909 3.0942 2.9325
56 C -4.4325 0.6758 0.2138
57 C -3.4325 -0.5834 3.5492
58 S 2.4242 -2.7047 0.6147
59 C -1.4970 -3.6462 -5.1014
60 C 4.2920 -1.6893 -2.9685
61 H -4.0846 -1.7082 5.2503
62 C 2.9218 1.9495 -4.4822
63 H -4.0015 2.2787 3.4270
64 H -0.0529 1.8489 -1.0661
65 O 1.1818 -1.7795 0.2943
66 H 4.2271 1.5316 4.0406
67 C -2.2309 -1.7642 -6.4068
68 O 2.2466 0.7503 2.4433
69 C 4.8133 -2.9176 -3.3553
70 C 2.9378 -1.6004 -2.6552
71 C -1.5376 1.6012 -2.6859
72 H -4.5466 -1.1557 -1.8658
73 C -4.1376 -0.1882 -2.1642
74 C 1.8728 2.0332 -6.6467
75 C 3.9909 -4.0348 -3.4249
76 C -1.8524 -3.0993 -6.3238
77 H 3.7054 2.2727 -3.8100
78 H 4.4048 -4.9867 -3.7291
79 C -2.0463 3.9640 1.2062
80 C -2.2532 -0.9724 -5.2694
81 C 1.9285 1.0603 -4.0821
82 H 5.8616 -2.9997 -3.6090
83 H 2.0001 -4.8025 -3.1959
84 C -2.1688 2.3230 -3.6982
85 C -2.4209 -2.6479 4.2826
86 H -1.4128 3.8184 0.3393
87 C 2.2167 -3.0003 2.3484
88 H -0.7968 -3.3791 3.0818
89 C 0.7979 2.2534 3.6394
90 Sb -2.4794 0.9859 1.0094
91 H -0.8666 -1.5380 1.5268
92 H 1.8781 0.6274 5.7907
93 H -2.5196 -1.3426 -7.3606
94 H 1.8536 2.4138 -7.6590
95 H 1.5758 4.2079 4.1086
96 H 3.5949 -0.7468 1.2523
97 H -4.2979 4.5426 4.2884
98 H -0.5549 5.2956 -3.4500
99 H 2.9107 -0.3371 4.7419
100 H 3.6443 3.1245 -6.1201
101 C -0.8280 4.2724 -3.2292
102 C -0.2050 3.5964 -2.1854
103 H 0.0935 4.2156 3.1563
104 C 3.3679 2.2015 4.0178
105 H -1.8480 -3.7133 -7.2142
106 H -2.3886 -3.4769 4.9768
107 Te 2.1946 0.2879 -2.1716
108 H -2.5532 0.0631 -5.3648
109 C -3.0410 5.4554 2.8079
110 C -2.2389 5.2494 1.6953

Values from the calculation:
Total charge: +3
2S+1: 1
Energy above the lowest of the compared OMol25 structures with the same formula, charge and spin, kcal/mol: 0.0
Lowest unoccupied orbital energy, eV: -9.0

(6)
Entry from OMol25: a molecular structure, C22H22N5O6S (the ωB97M-V functional and the def2-TZVPD basis).

Atoms and positions in Å:
1 H 5.8479 0.4485 -1.9349
2 C -4.5207 3.4937 0.1558
3 S 5.5942 3.3486 -1.1197
4 C 1.9457 2.2491 -0.1059
5 N 2.5177 -2.1746 0.9722
6 C 1.9052 0.7881 -0.3405
7 H -1.4548 -0.4712 1.3998
8 O 3.3054 -1.2520 0.6359
9 C -1.7017 -4.6013 0.7287
10 H 0.8506 -0.8869 0.7663
11 H 1.2715 -3.4002 2.9447
12 C -3.0193 1.7273 -0.6931
13 H -4.8792 1.4707 -2.5119
14 C -1.5952 0.2285 0.5731
15 N 2.9380 2.9307 -0.8836
16 H 5.4738 -0.6169 -0.5058
17 H -6.1213 2.3309 -1.5557
18 C 3.0946 0.3696 -1.0904
19 C 1.1131 -2.0650 0.4654
20 H -4.5363 4.4701 -0.3550
21 H 3.4769 4.7429 -1.7135
22 O 1.2107 2.8712 0.6416
23 H -2.5271 -4.9798 0.1301
24 C 5.5531 0.4097 -0.8732
25 O 3.0761 -0.4220 -2.0166
26 C -2.0168 1.8232 -1.6860
27 C -0.5172 0.4859 -0.3136
28 C -0.7777 1.2578 -1.4760
29 H -3.7790 3.5228 0.9618
30 H -0.1435 -5.2338 3.7191
31 H 3.2471 4.8176 0.0274
32 N 4.2586 1.0605 -0.6545
33 N -2.3299 -6.1637 2.5246
34 H -2.2089 2.4057 -2.5867
35 C 0.4474 -3.7065 2.3098
36 H -4.9907 3.2574 -2.5718
37 O -3.3132 -6.5311 1.8367
38 C -1.4681 -5.1487 2.0093
39 H 1.8213 4.6944 -1.0388
40 H 6.2745 0.9920 -0.2885
41 C 0.8072 0.0188 -0.0426
42 H -5.5196 3.3127 0.5752
43 O -2.0541 -6.6590 3.6463
44 C -0.3652 -4.7325 2.7810
45 C 4.2216 2.4256 -0.8748
46 H -0.9996 -3.1608 -0.7212
47 C -2.7916 0.9034 0.4374
48 N -4.1986 2.4497 -0.7887
49 H -3.5931 0.7862 1.1632
50 H 1.1253 -2.1751 -0.6299
51 C -5.0868 2.3715 -1.9254
52 C 0.2266 -3.1221 1.0474
53 C 2.8526 4.3841 -0.8966
54 O 2.8712 -3.1291 1.6770
55 H 0.0309 1.3842 -2.2022
56 C -0.8498 -3.6009 0.2671

Values from the calculation:
Total charge: -1
2S+1: 1
Energy above the lowest of the compared OMol25 structures with the same formula, charge and spin, kcal/mol: 110.9
Lowest unoccupied orbital energy, eV: 1.4

Results for E: -5915.8873, -1007.8073, -346.7818, -1009.9734, -3267.7602, -1974.6521 (in hartree, following the order of the records).
Results for max |F|: 3.296, 13.870, 0.598, 3.084, 1.597, 8.615 (in eV Å⁻¹, following the order of the records).